[1]
{
  "formula": "C18H25N4OP",
  "method": "wB97M-V/def2-TZVPD",
  "e_tot_ev": -36360.7040,
  "lumo_energy_ev": -0.84,
  "smiles": "C#CCCCc1c(OCCC)cc2nc([PH2]=N)cnc2c1CCN",
  "homo_ev": -8.45,
  "symbols": ["C", "C", "C", "C", "C", "C", "C", "O", "C", "C", "C", "C", "C", "N", "C", "P", "N", "C", "N", "C", "C", "C", "C", "N", "H", "H", "H", "H", "H", "H", "H", "H", "H", "H", "H", "H", "H", "H", "H", "H", "H", "H", "H", "H", "H", "H", "H", "H", "H"],
  "xyz": [[0.48469, -2.83914, 2.17907], [-0.41131, -3.25779, 1.45306], [-1.67447, -3.33239, 0.52773], [-1.31416, -2.89296, -0.98708], [-1.63515, -1.32140, -1.13176], [-0.45351, -0.54760, -0.43793], [-0.80534, 0.21629, 0.84507], [-2.12522, 0.26678, 1.36027], [-2.91878, 1.16316, 0.52943], [-3.76845, 2.22644, 1.34684], [-5.25801, 2.21681, 0.73601], [0.26078, 0.91709, 1.56349], [1.71993, 0.93740, 1.11068], [2.61488, 1.62920, 1.93439], [3.87164, 1.52442, 1.37465], [5.28160, 2.37680, 2.31645], [6.65931, 1.85348, 1.67276], [4.25553, 0.84452, 0.09056], [3.33108, 0.19028, -0.68558], [2.03037, 0.22460, -0.16440], [0.95275, -0.52469, -0.95436], [1.36601, -1.28066, -2.27259], [0.43273, -0.98266, -3.53524], [-0.03050, 0.41469, -3.65698], [1.28774, -2.86897, 2.96120], [-2.03994, -4.40154, 0.56722], [-2.51547, -2.67356, 0.88358], [-1.98603, -3.50037, -1.66453], [-0.22303, -3.12845, -1.11345], [-1.79344, -1.02139, -2.21641], [-2.63029, -1.17298, -0.62448], [-2.21693, 1.64851, -0.22464], [-3.64763, 0.54256, -0.09058], [-3.79549, 2.05167, 2.45792], [-3.34904, 3.24809, 1.07616], [-6.00864, 2.67805, 1.45229], [-5.60603, 1.17660, 0.46219], [-5.29001, 2.82117, -0.22460], [-0.01476, 1.44944, 2.52455], [5.28453, 2.03905, 3.70243], [5.24041, 3.79103, 2.08668], [7.23265, 1.38953, 2.38317], [5.32993, 0.84478, -0.22440], [2.42825, -1.04340, -2.60046], [1.35849, -2.41259, -2.13272], [1.06821, -1.20599, -4.45525], [-0.39855, -1.74802, -3.54807], [-1.03266, 0.51172, -3.49395], [0.52359, 1.06900, -3.10394]],
  "nbo_charge": [-0.256, -0.027, -0.469, -0.388, -0.458, -0.012, 0.305, -0.542, -0.066, -0.435, -0.619, -0.242, 0.099, -0.362, -0.144, 1.244, -1.332, 0.009, -0.391, 0.201, -0.030, -0.470, -0.215, -0.858, 0.250, 0.235, 0.235, 0.215, 0.224, 0.224, 0.227, 0.193, 0.169, 0.230, 0.212, 0.218, 0.204, 0.207, 0.239, -0.016, -0.032, 0.370, 0.260, 0.254, 0.227, 0.191, 0.188, 0.362, 0.371]
}

---

[2]
{
  "formula": "C18H25N5Na",
  "method": "wB97M-V/def2-TZVPD",
  "e_tot_ev": -30932.3752,
  "lumo_energy_ev": -2.95,
  "homo_ev": -10.52,
  "charge": 1,
  "symbols": ["Na", "N", "C", "C", "C", "N", "C", "C", "N", "C", "H", "H", "H", "H", "H", "H", "H", "H", "H", "H", "H", "H", "H", "H", "H", "H", "C", "C", "C", "C", "C", "C", "H", "H", "H", "H", "H", "N", "C", "C", "C", "C", "N", "C", "C", "H", "H", "H", "H"],
  "xyz": [[0.07122, 0.07245, -1.31967], [-0.13400, 0.86653, 2.28989], [0.86500, 1.44252, 1.33678], [2.32130, 1.15243, 1.59812], [3.07183, 1.47362, 0.29465], [2.68186, 0.48558, -0.74407], [2.77556, 2.90706, -0.16985], [1.29609, 3.30915, -0.21016], [0.60210, 2.68776, -1.36027], [0.59291, 2.91179, 1.08773], [0.19221, -0.00910, 2.69318], [-0.95376, 0.65465, 1.63104], [-0.39921, 1.49238, 3.04730], [0.54958, 0.95768, 0.43498], [2.47902, 0.09703, 1.84616], [2.71491, 1.75485, 2.42044], [4.14232, 1.41733, 0.50306], [3.10427, -0.41177, -0.52230], [3.09765, 0.77087, -1.62511], [3.22185, 3.06466, -1.15598], [3.28827, 3.59052, 0.51087], [1.25618, 4.39999, -0.27731], [0.96170, 3.12619, -2.20280], [-0.38845, 2.91337, -1.31704], [-0.48103, 3.08392, 0.97553], [0.96362, 3.52721, 1.91338], [-4.78015, 0.18074, 0.09916], [-3.97987, -0.50771, -0.80513], [-2.60663, -0.30094, -0.81123], [-1.93309, 0.61168, 0.03089], [-2.80432, 1.27798, 0.91841], [-4.18352, 1.07917, 0.96424], [-5.84952, 0.01827, 0.11916], [-4.42396, -1.21118, -1.49955], [-2.05080, -0.90045, -1.54040], [-2.40697, 2.04452, 1.59054], [-4.78279, 1.63959, 1.67275], [-0.46353, -7.67687, -1.00114], [-0.25107, -6.54946, -1.01978], [0.01227, -5.13025, -1.03401], [0.40046, -4.48755, -2.19945], [0.63654, -3.12611, -2.15294], [0.51110, -2.38950, -1.04305], [0.13386, -3.02468, 0.06898], [-0.12254, -4.38147, 0.12758], [0.51367, -5.04050, -3.12156], [0.94761, -2.59959, -3.04775], [0.01806, -2.41158, 0.95445], [-0.42783, -4.85276, 1.05129]],
  "nbo_charge": [0.900, -0.749, -0.075, -0.422, -0.039, -0.871, -0.421, -0.039, -0.876, -0.435, 0.420, 0.488, 0.426, 0.232, 0.211, 0.225, 0.200, 0.371, 0.373, 0.219, 0.230, 0.199, 0.372, 0.384, 0.238, 0.221, -0.219, -0.211, -0.274, -0.583, -0.222, -0.236, 0.220, 0.214, 0.151, 0.146, 0.213, -0.224, 0.241, -0.097, -0.200, 0.039, -0.483, 0.045, -0.191, 0.250, 0.202, 0.191, 0.247]
}

---

[3]
{
  "formula": "C18H25N5O",
  "method": "wB97M-V/def2-TZVPD",
  "e_tot_ev": -28569.0628,
  "relative_energy_kj_mol": 242.3,
  "lumo_energy_ev": 0.40,
  "smiles": "CCCCCCC/C=N/Nc1nnc(Cc2ccccc2)c(=O)[nH]1",
  "homo_ev": -8.46,
  "symbols": ["C", "C", "C", "C", "C", "C", "C", "C", "N", "N", "C", "N", "N", "C", "C", "C", "C", "C", "C", "C", "C", "C", "O", "N", "H", "H", "H", "H", "H", "H", "H", "H", "H", "H", "H", "H", "H", "H", "H", "H", "H", "H", "H", "H", "H", "H", "H", "H", "H"],
  "xyz": [[1.72730, 3.36969, -0.68350], [2.22640, 2.06918, -1.30161], [3.50984, 1.54458, -0.65571], [3.30575, 1.08287, 0.78562], [4.55396, 0.45650, 1.40899], [5.04261, -0.84018, 0.75995], [4.00947, -1.97624, 0.78420], [3.03239, -1.89135, -0.33224], [1.78600, -1.89973, -0.11170], [0.91629, -1.82270, -1.13568], [-0.42304, -1.85732, -0.91368], [-1.22999, -1.79610, -1.93403], [-2.54255, -1.83746, -1.71292], [-3.03188, -1.93530, -0.52245], [-4.51849, -1.92400, -0.34516], [-4.93739, -0.51328, -0.00685], [-5.18618, -0.13962, 1.30587], [-5.54529, 1.16395, 1.60348], [-5.65268, 2.10420, 0.59336], [-5.39322, 1.73849, -0.71726], [-5.03379, 0.43666, -1.01564], [-2.20224, -2.01208, 0.68716], [-2.58149, -2.12307, 1.83183], [-0.84744, -1.96076, 0.37429], [1.43240, 3.22325, 0.35208], [2.50479, 4.12997, -0.71785], [0.86293, 3.73790, -1.23114], [2.41523, 2.23645, -2.36506], [1.44520, 1.30866, -1.22184], [3.87512, 0.70881, -1.25560], [4.27327, 2.32585, -0.68124], [2.48118, 0.37070, 0.82580], [3.02646, 1.94243, 1.39739], [4.34543, 0.25517, 2.46268], [5.36993, 1.18280, 1.36996], [5.92790, -1.16966, 1.30807], [5.35226, -0.65343, -0.26966], [4.54120, -2.92751, 0.68217], [3.47478, -1.98376, 1.73412], [3.43763, -1.83335, -1.34831], [1.22695, -1.75615, -2.10337], [-4.78441, -2.59715, 0.47056], [-4.98770, -2.24482, -1.27489], [-5.08877, -0.86906, 2.09597], [-5.74053, 1.44590, 2.62794], [-5.93425, 3.12084, 0.82649], [-5.47016, 2.47024, -1.50847], [-4.81974, 0.14835, -2.03453], [-0.15139, -2.00937, 1.11242]],
  "nbo_charge": [-0.607, -0.389, -0.395, -0.410, -0.389, -0.389, -0.455, 0.089, -0.265, -0.419, 0.565, -0.368, -0.183, 0.093, -0.475, 0.080, -0.245, -0.195, -0.225, -0.207, -0.244, 0.608, -0.590, -0.591, 0.202, 0.200, 0.213, 0.199, 0.193, 0.188, 0.197, 0.201, 0.207, 0.201, 0.203, 0.214, 0.197, 0.225, 0.223, 0.158, 0.396, 0.234, 0.237, 0.223, 0.209, 0.210, 0.211, 0.219, 0.445]
}